No. 1
This record from the OMol25 dataset describes a cluster of 2 separate species, C3HF2O2S in total at a distorted geometry. The level of theory is ωB97M-V with the def2-TZVPD basis set.

The geometry in XYZ format:
```
9
Properties=species:S:1:pos:R:3:forces:R:3:mulliken_charge:R:1
C 0.289035 1.206606 1.763380 -0.565 2.463 1.840 0.072
C 0.275144 0.773954 0.648612 0.753 -0.239 -0.249 -0.643
C 0.406615 0.006707 -0.509857 2.478 -2.106 -2.374 0.696
O -1.670094 -1.547139 0.288503 0.967 -0.708 -0.056 -0.603
O -1.536927 -0.623294 -1.910168 0.373 -0.958 -0.456 -0.620
F 2.164801 -0.903720 -0.250896 -2.571 1.485 -0.228 -0.613
F 0.676240 0.630900 -1.682997 0.047 -0.263 2.051 -0.176
S -0.829104 -1.506343 -0.935450 -1.680 1.984 0.588 0.543
H 0.224290 1.962329 2.588872 0.199 -1.658 -1.116 0.345
```
Forces are in eV/Å.

Results
- relative energy (zero: lowest compared OMol25 entry of this formula, charge and spin) (kcal per mole) = 47.7
- charge = -1

---

No. 2
This record from the OMol25 dataset describes a cluster of 2 separate species, ClH3SSi in total at a distorted geometry. The level of theory is ωB97M-V with the def2-TZVPD basis set.

The geometry in XYZ format:
```
6
Properties=species:S:1:pos:R:3:forces:R:3:mulliken_charge:R:1
Si -0.805269 0.305337 0.383403 1.084 -0.971 -1.511 0.417
S -0.016513 -0.898055 -0.991537 -0.306 1.213 0.812 -0.311
H -0.631527 1.736518 0.707223 0.114 -0.049 -0.214 -0.045
H -1.690897 -0.344776 1.278261 -0.851 -0.195 0.934 -0.057
Cl 4.769814 -0.548989 0.549977 0.523 0.176 0.143 -0.249
H 3.599672 -0.931582 0.269888 -0.565 -0.174 -0.165 0.244
```
Forces are in eV/Å.

Results
- relative energy (zero: lowest compared OMol25 entry of this formula, charge and spin) (kcal per mole) = 40.6
- charge = 0

---

No. 3
This record from the OMol25 dataset describes a structure of composition C18H21IrN5O4P at a distorted geometry. The level of theory is ωB97M-V with the def2-TZVPD basis set.

The geometry in XYZ format:
```
50
Properties=species:S:1:pos:R:3:forces:R:3:mulliken_charge:R:1
Ir -1.096033 -0.661431 -1.917478 -0.064 0.105 0.362 1.056
O -2.216495 -4.206494 -2.968428 -0.091 -0.087 0.026 -0.406
C -2.135976 -3.177843 -2.407355 0.239 0.235 -0.185 0.278
O -1.342935 -2.135220 -2.958838 -0.176 -0.503 -0.138 -0.425
C -2.808683 -2.751985 -1.148434 -0.071 -0.012 0.056 0.619
C -3.696263 -3.591008 -0.490964 -0.013 0.016 0.037 -0.717
C -4.348078 -3.090606 0.610767 0.011 -0.032 -0.024 -0.430
C -4.148128 -1.757411 1.005191 0.019 0.049 -0.002 0.870
C -4.858071 -1.179417 2.089131 0.004 -0.006 -0.006 -0.822
C -4.688908 0.135118 2.398506 -0.003 -0.004 0.011 -0.720
C -3.803721 0.937781 1.639966 0.004 0.006 -0.006 -0.761
C -3.083889 0.412400 0.607504 -0.018 -0.011 -0.009 -0.586
C -3.235763 -0.949502 0.275235 -0.055 -0.015 0.038 0.888
N -2.549786 -1.502641 -0.767260 -0.032 -0.096 -0.113 -0.095
H -3.850143 -4.593687 -0.863648 0.000 0.001 0.001 0.498
H -5.040856 -3.709291 1.167257 -0.004 0.000 -0.002 0.492
H -5.545748 -1.800010 2.648487 -0.003 0.002 -0.001 0.423
H -5.241029 0.578766 3.215207 -0.001 0.000 0.000 0.433
H -3.707861 1.988230 1.880461 0.001 -0.001 -0.002 0.445
H -2.422651 1.040446 0.023862 -0.021 0.012 0.004 0.394
C 3.116495 1.593797 2.764018 0.001 0.031 -0.006 -0.785
N 2.457039 2.556093 1.878592 -0.033 0.070 0.076 0.114
C 3.306704 2.821387 0.724630 0.089 -0.011 -0.086 -0.891
N 3.673092 1.601198 -0.006320 -0.228 -0.102 0.165 0.137
C 4.319365 0.663207 0.922322 0.038 0.071 -0.065 -0.899
N 3.490057 0.356565 2.081195 0.027 -0.112 0.061 0.131
C 2.331126 -0.459138 1.728021 0.196 0.151 -0.050 -0.915
P 1.273728 0.530900 0.613922 1.020 0.423 1.869 1.547
C 1.118608 2.129299 1.488278 0.118 -0.004 -0.150 -0.986
C 2.523261 1.001056 -0.667881 -0.236 -0.246 -0.334 -0.785
H 2.463159 1.365294 3.606667 0.006 -0.001 -0.004 0.378
H 4.023163 2.056993 3.152282 -0.004 -0.007 -0.016 0.308
H 4.226849 3.289718 1.072640 -0.009 0.000 0.001 0.303
H 2.804651 3.513124 0.046661 -0.001 0.005 0.012 0.372
H 5.243989 1.122655 1.269949 -0.001 -0.005 0.000 0.305
H 4.570098 -0.256527 0.392687 0.004 -0.006 0.010 0.375
H 1.761956 -0.733863 2.618108 0.001 -0.015 0.008 0.388
H 2.668223 -1.374502 1.235883 -0.096 -0.036 0.007 0.407
H 0.477263 2.007185 2.362740 -0.004 -0.004 0.002 0.413
H 0.677583 2.883619 0.830868 -0.089 -0.042 0.032 0.399
H 2.070177 1.710301 -1.366188 0.042 -0.017 -0.033 0.402
H 2.825854 0.103170 -1.214666 0.031 0.062 -0.064 0.387
C 1.722807 0.349950 -5.408473 0.029 0.013 -0.051 -0.900
C 0.916658 0.146168 -4.224035 -0.024 0.053 0.129 0.649
N 0.283330 -0.008440 -3.283472 -0.041 -0.082 -0.050 -0.347
H 2.740919 0.605788 -5.115961 -0.002 0.002 -0.013 0.313
H 1.294754 1.157688 -6.001812 0.006 -0.003 -0.001 0.321
H 1.730544 -0.569876 -5.993636 0.001 0.005 -0.001 0.321
O -0.059988 0.037431 -0.500583 -0.535 0.379 -0.818 -0.487
O -0.230451 -0.186433 0.954396 -0.029 -0.233 -0.676 -0.407
```
Forces are in eV/Å.

Results
- relative energy (zero: lowest compared OMol25 entry of this formula, charge and spin) (kcal per mole) = 28.3
- charge = +2

---

No. 4
This record from the OMol25 dataset describes a cluster of 2 separate species, C7H11N4S in total at a distorted geometry. The level of theory is ωB97M-V with the def2-TZVPD basis set.

The geometry in XYZ format:
```
23
Properties=species:S:1:pos:R:3:forces:R:3:mulliken_charge:R:1
N -3.362209 -1.561868 2.124828 0.543 1.045 0.104 -0.522
C -2.815700 -0.800390 1.007599 -1.176 -1.183 -0.217 -0.636
N -1.326085 -0.773508 0.983285 0.148 0.199 -0.352 0.155
N -0.598334 0.049019 1.898515 -0.049 0.183 0.320 -0.642
C -1.205158 0.773280 2.699669 -0.413 -0.730 -0.376 0.593
S -1.966061 1.601963 3.733889 0.179 0.351 0.163 -0.196
H -3.968748 -0.936068 2.641134 -0.202 -0.212 0.178 0.302
H -2.638545 -1.820486 2.787442 -0.027 -0.256 0.036 0.303
H -3.093518 -1.338501 0.100506 0.348 0.009 -0.287 0.355
H -3.257471 0.183340 0.893575 0.408 0.392 0.243 0.445
H -0.990246 -1.735047 1.104701 0.144 0.006 0.101 0.410
H -1.018692 -0.518458 0.033930 0.207 0.085 0.022 0.364
N 1.545663 -0.619248 -1.269086 -0.234 0.023 0.054 -0.454
C 2.302109 -0.724046 -2.360903 -0.017 -0.139 -0.035 -0.239
C 3.049332 0.325454 -2.874243 -0.026 0.038 0.073 -0.377
C 3.006741 1.549898 -2.226068 0.034 0.004 -0.036 -0.256
C 2.223177 1.678009 -1.089759 0.037 -0.025 -0.053 -0.677
C 1.523504 0.565026 -0.659403 -0.081 -0.012 -0.041 0.277
H 2.304935 -1.695650 -2.840220 0.036 0.020 -0.040 0.367
H 3.648766 0.184750 -3.762199 -0.001 -0.023 -0.006 0.363
H 3.575188 2.390844 -2.600130 0.004 -0.001 -0.004 0.393
H 2.159697 2.613883 -0.552348 -0.003 -0.010 0.014 0.359
H 0.901657 0.607805 0.225285 0.140 0.237 0.139 0.313
```
Forces are in eV/Å.

Results
- relative energy (zero: lowest compared OMol25 entry of this formula, charge and spin) (kcal per mole) = 49.8
- charge = +1

---

No. 5
This record from the OMol25 dataset describes a cluster of 4 separate species, CH11N2O3 in total at a distorted geometry. The level of theory is ωB97M-V with the def2-TZVPD basis set.

The geometry in XYZ format:
```
17
Properties=species:S:1:pos:R:3:forces:R:3:mulliken_charge:R:1
N 0.314330 -0.724181 0.750839 -0.986 0.263 -1.288 -0.278
C 0.533389 -1.831706 0.088494 -0.279 -1.531 0.096 0.158
N 0.894383 -1.949819 -1.161063 0.401 1.391 -0.496 -0.230
H 0.096189 0.063222 0.112977 0.487 0.190 0.434 0.345
H -0.304166 -0.801232 1.548386 0.220 -0.012 0.578 0.302
H 0.351494 -2.799752 0.551925 0.247 0.278 0.476 0.319
H 1.181102 -2.812941 -1.575409 -0.113 -0.546 0.198 0.247
H 1.053853 -1.130464 -1.741113 -0.088 0.118 0.204 0.221
H -2.139321 -1.214208 4.095565 -0.512 0.157 1.067 0.313
H -2.290900 -1.886783 2.747790 -0.799 -0.613 -0.298 0.314
O -1.727889 -1.326931 3.257515 1.376 0.430 -1.009 -0.635
H -0.595610 1.138011 -2.135290 -0.116 -0.096 0.024 0.315
H 0.419989 1.945391 -1.349947 -0.062 0.111 0.175 0.348
O 0.123969 1.028204 -1.504317 0.100 -0.027 -0.057 -0.726
H 0.924023 4.316425 -0.527422 0.140 0.230 0.616 0.339
H 0.808569 4.091101 -1.990128 -0.025 0.187 -0.493 0.348
O 0.356597 3.895663 -1.168801 0.008 -0.531 -0.228 -0.701
```
Forces are in eV/Å.

Results
- relative energy (zero: lowest compared OMol25 entry of this formula, charge and spin) (kcal per mole) = 11.1
- charge = +1

---

No. 6
This record from the OMol25 dataset describes an isolated molecule of C7H10. The level of theory is ωB97M-V with the def2-TZVPD basis set.

The geometry in XYZ format:
```
17
Properties=species:S:1:pos:R:3:forces:R:3:mulliken_charge:R:1
C 1.880621 0.590431 0.811055 0.157 0.151 -0.082 -0.699
C 1.362359 -0.730671 0.324140 0.218 -0.273 0.058 -0.122
C 0.573397 -0.642325 -0.984419 -0.058 -0.121 -0.036 -0.970
C -0.444969 0.218749 -0.243540 -0.103 -0.227 0.096 0.850
C -1.811957 -0.225215 0.166899 -0.204 -0.287 0.045 -0.841
C -1.669716 0.795410 -0.916192 -0.029 0.201 -0.078 -0.569
C 0.440765 0.285701 0.999189 -0.112 0.158 0.241 -0.349
H 2.197079 1.386596 0.144600 0.056 -0.156 -0.095 0.214
H 2.452106 0.506853 1.734241 -0.010 0.129 -0.231 0.264
H 1.711153 -1.670735 0.736462 0.026 0.195 0.067 0.356
H 0.162966 -1.581148 -1.368336 0.114 0.005 0.146 0.319
H 1.115665 -0.143198 -1.801713 -0.204 -0.037 0.209 0.263
H -2.144617 -1.245329 0.026121 -0.240 0.060 -0.305 0.252
H -2.062535 0.209173 1.135978 -0.094 -0.331 -0.171 0.251
H -1.785246 0.360881 -1.910257 0.151 0.352 0.069 0.238
H -2.094263 1.789754 -0.821391 0.193 -0.060 0.190 0.253
H 0.001820 0.153017 1.984220 0.139 0.241 -0.124 0.287
```
Forces are in eV/Å.

Results
- relative energy (zero: lowest compared OMol25 entry of this formula, charge and spin) (kcal per mole) = 71.3
- charge = 0